(1)
Here is a structure of composition C40H36N4O6PRuS4 in a non-equilibrium geometry from the Open Molecules 2025 dataset. Energies are from wB97M-V/def2-TZVPD.

LUMO (alpha / beta)   -1.17 / -0.81 eV
Orbital gap (alpha / beta)   6.41 / 6.82 eV
E_tot   -115519.875 eV
Multiplicity   2
M   929.1 g/mol
HOMO energy (alpha / beta)   -7.58 / -7.63 eV
Relative energy (zero: lowest compared OMol25 entry of this formula, charge and spin)   275.3 kJ/mol

Each line ends with the Löwdin charge.
Element x y z (Å)
1 Ru -0.138 -0.045 -0.309  0.85
2 O -0.291 -1.705 1.698  -0.10
3 C 0.030 -3.044 1.399  -0.16
4 C -0.404 -3.357 0.001  -0.24
5 C -0.649 -4.665 -0.385  0.00
6 C -1.038 -4.928 -1.685  -0.04
7 C -1.164 -3.867 -2.566  -0.05
8 C -0.889 -2.597 -2.104  -0.21
9 N -0.525 -2.339 -0.845  0.02
10 H 0.312 -1.388 2.379  0.06
11 H -0.482 -3.712 2.099  0.13
12 H 1.110 -3.220 1.468  0.13
13 H -0.531 -5.470 0.328  0.12
14 H -1.234 -5.941 -2.007  0.12
15 H -1.453 -4.014 -3.596  0.12
16 H -0.963 -1.747 -2.767  0.09
17 C 5.266 4.181 1.803  -0.09
18 C 5.434 2.892 2.287  -0.08
19 C 4.537 1.890 1.943  -0.07
20 C 3.455 2.186 1.121  -0.35
21 C 3.321 3.469 0.591  -0.10
22 C 4.219 4.465 0.937  -0.08
23 P 2.083 1.022 0.778  1.02
24 C 2.721 -0.497 1.591  -0.39
25 C 2.449 -0.824 2.920  -0.12
26 C 2.973 -1.983 3.478  -0.08
27 C 3.782 -2.819 2.720  -0.09
28 C 4.064 -2.497 1.400  -0.06
29 C 3.535 -1.344 0.839  -0.12
30 C 0.795 1.602 1.916  -0.42
31 C 0.923 2.467 2.999  -0.08
32 C -0.212 2.792 3.727  -0.09
33 C -1.439 2.232 3.390  -0.08
34 C -1.557 1.358 2.313  -0.13
35 C -0.443 1.066 1.539  -0.28
36 H 5.956 4.962 2.094  0.10
37 H 6.258 2.667 2.951  0.11
38 H 4.676 0.888 2.327  0.10
39 H 2.497 3.678 -0.083  0.10
40 H 4.097 5.466 0.543  0.10
41 H 1.851 -0.151 3.527  0.11
42 H 2.757 -2.229 4.511  0.11
43 H 4.194 -3.719 3.158  0.10
44 H 4.689 -3.145 0.799  0.11
45 H 3.761 -1.095 -0.189  0.07
46 H 1.892 2.872 3.268  0.11
47 H -0.141 3.478 4.561  0.10
48 H -2.318 2.485 3.972  0.10
49 H -2.520 0.915 2.088  0.08
50 O -5.595 5.566 -0.850  -0.03
51 C -4.508 5.430 0.017  -0.25
52 N -3.514 4.478 -0.449  0.10
53 C -2.848 4.760 -1.596  -0.43
54 O -3.059 5.780 -2.236  0.07
55 C -1.807 3.775 -2.023  -0.11
56 C -1.418 3.763 -3.358  0.02
57 C -0.397 2.914 -3.744  -0.02
58 C 0.198 2.109 -2.786  -0.16
59 N -0.189 2.095 -1.510  -0.02
60 C -1.163 2.926 -1.140  -0.16
61 H -5.261 5.953 -1.669  0.08
62 H -4.898 5.081 0.971  0.13
63 H -3.994 6.385 0.158  0.13
64 H -3.523 3.534 -0.096  0.13
65 H -1.916 4.418 -4.059  0.13
66 H -0.052 2.879 -4.767  0.11
67 H 1.032 1.469 -3.037  0.02
68 H -1.416 2.910 -0.086  0.10
69 C -4.252 -3.223 -0.454  -0.10
70 O -3.598 -1.976 -0.240  -0.22
71 C -3.395 -1.160 -1.270  -1.32
72 S -3.909 -1.443 -2.813  0.65
73 S -2.607 0.313 -0.846  0.65
74 H -3.960 -3.863 0.376  0.09
75 H -3.951 -3.667 -1.401  0.05
76 H -5.335 -3.087 -0.450  0.09
77 O 1.996 -5.486 -3.111  -0.30
78 S 2.877 -4.355 -3.204  0.64
79 O 4.283 -4.600 -3.080  -0.29
80 N 2.428 -3.172 -2.120  -0.05
81 C 2.006 -2.119 -2.746  -0.75
82 S 1.744 -0.599 -1.983  0.66
83 C 1.944 -2.214 -4.226  -0.24
84 C 1.454 -1.283 -5.127  -0.03
85 C 1.581 -1.552 -6.483  -0.06
86 C 2.198 -2.718 -6.923  -0.06
87 C 2.648 -3.673 -6.017  -0.03
88 C 2.494 -3.405 -4.675  -0.20
89 H 0.974 -0.380 -4.776  0.09
90 H 1.200 -0.843 -7.207  0.11
91 H 2.326 -2.884 -7.984  0.11
92 H 3.109 -4.590 -6.358  0.12



(2)
Here is a structure of composition C40H36N6O6S4Sn from the Open Molecules 2025 dataset. Energies are from wB97M-V/def2-TZVPD.

LUMO (alpha / beta)   -1.51 / -2.82 eV
Orbital gap (alpha / beta)   6.92 / 4.75 eV
E_tot   -112460.815 eV
Multiplicity   1
M   943.7 g/mol
HOMO energy (alpha / beta)   -8.43 / -7.58 eV
Relative energy (zero: lowest compared OMol25 entry of this formula, charge and spin)   0.0 kJ/mol

Each line ends with the Löwdin charge.
Element x y z (Å)
1 Sn -0.527 -0.410 1.271  1.31
2 C 2.372 -3.060 3.663  -0.03
3 C 2.348 -3.360 2.191  -0.20
4 C 3.460 -3.948 1.598  -0.05
5 C 3.467 -4.273 0.253  -0.08
6 C 2.347 -4.009 -0.518  -0.05
7 C 1.220 -3.414 0.035  -0.21
8 C 0.034 -3.112 -0.837  -0.05
9 C 1.227 -3.087 1.396  -0.19
10 N 0.115 -2.396 1.963  0.00
11 C -0.563 -2.977 2.973  -0.50
12 O -0.434 -4.113 3.409  0.07
13 C -1.569 -2.052 3.631  -0.18
14 C -2.334 -2.394 4.732  0.03
15 C -3.200 -1.435 5.245  -0.01
16 C -3.292 -0.178 4.660  0.04
17 C -2.504 0.083 3.554  -0.16
18 N -1.684 -0.847 3.091  0.01
19 C -2.547 1.382 2.774  -0.47
20 O -3.313 2.261 3.138  0.08
21 N -1.722 1.406 1.703  -0.02
22 C -1.895 2.431 0.728  -0.25
23 C -0.824 3.279 0.431  -0.21
24 C 0.468 3.195 1.194  -0.03
25 C -0.963 4.200 -0.601  -0.05
26 C -2.141 4.290 -1.325  -0.08
27 C -3.199 3.453 -1.014  -0.07
28 C -3.096 2.512 0.006  -0.26
29 C -4.249 1.594 0.292  -0.04
30 H 3.397 -2.928 4.010  0.08
31 H 1.916 -3.879 4.223  0.09
32 H 1.803 -2.162 3.906  0.07
33 H 4.331 -4.155 2.210  0.11
34 H 4.340 -4.732 -0.192  0.10
35 H 2.341 -4.268 -1.570  0.11
36 H 0.059 -3.722 -1.740  0.09
37 H 0.033 -2.063 -1.152  0.05
38 H -0.904 -3.293 -0.314  0.04
39 H -2.234 -3.382 5.157  0.13
40 H -3.809 -1.671 6.108  0.12
41 H -3.954 0.593 5.027  0.13
42 H 0.290 3.008 2.252  0.08
43 H 1.031 4.122 1.090  0.08
44 H 1.094 2.384 0.810  0.07
45 H -0.135 4.860 -0.831  0.11
46 H -2.235 5.012 -2.125  0.10
47 H -4.123 3.515 -1.577  0.11
48 H -4.936 1.571 -0.554  0.08
49 H -4.795 1.921 1.178  0.09
50 H -3.907 0.574 0.483  0.04
51 O 0.755 0.381 2.921  -0.07
52 C 1.990 0.346 3.016  -0.15
53 C 2.927 -0.036 2.011  -0.12
54 C 4.266 -0.182 2.410  0.06
55 C 5.199 -0.587 1.501  -0.15
56 C 4.855 -0.825 0.159  0.03
57 C 3.565 -0.664 -0.254  0.03
58 C 2.547 -0.284 0.659  -0.32
59 O 1.336 -0.166 0.230  -0.19
60 N 6.582 -0.776 1.932  -0.36
61 O 6.850 -0.539 3.094  0.07
62 O 7.391 -1.109 1.089  0.08
63 H 2.417 0.632 3.987  0.15
64 H 4.558 0.003 3.436  0.13
65 H 5.627 -1.140 -0.528  0.13
66 H 3.273 -0.851 -1.278  0.13
67 S -2.543 2.088 -7.321  0.67
68 C -1.939 1.833 -5.822  -1.07
69 S -2.746 0.797 -4.683  0.99
70 C -1.544 1.146 -3.472  -1.08
71 N -0.612 1.968 -3.916  0.04
72 N -0.814 2.346 -5.181  -0.11
73 C 0.165 3.275 -5.695  -0.17
74 C 0.303 3.538 -7.051  -0.04
75 C 1.272 4.437 -7.475  -0.07
76 C 2.100 5.072 -6.568  -0.08
77 C 1.957 4.799 -5.214  -0.07
78 C 0.998 3.907 -4.772  -0.02
79 S -1.567 0.587 -1.899  0.80
80 H -0.325 3.049 -7.774  0.03
81 H 1.372 4.632 -8.534  0.11
82 H 2.851 5.772 -6.908  0.10
83 H 2.595 5.285 -4.489  0.11
84 H 0.892 3.701 -3.718  0.10
85 C -3.400 -4.014 1.073  -0.38
86 S -3.474 -2.252 0.697  0.73
87 C -3.966 -2.343 -1.032  -0.40
88 H -4.392 -4.457 1.001  0.04
89 H -3.028 -4.133 2.088  0.02
90 H -2.718 -4.526 0.395  0.04
91 H -3.230 -2.904 -1.608  0.04
92 H -4.005 -1.325 -1.413  0.00
93 H -4.947 -2.807 -1.127  0.04